# 1
Molecular formula: C41H61BiN4O4S2Se
Method: DFT, wB97M-V/def2-TZVPD

Calculated values
Net charge: -2

Each line ends with the Löwdin charge.
CARTESIAN COORDINATES (ANGSTROEM)
Bi: -0.67 -2.81 0.13  1.4153
C: 3.65 4.69 0.23  -0.0659
C: 2.63 3.75 -0.42  -0.5767
C: 3.06 3.51 -1.82  -0.0720
C: 1.25 4.40 -0.37  -0.0683
C: 2.57 2.43 0.40  -0.1833
C: 1.43 1.94 1.01  -0.0529
C: 1.36 0.71 1.68  -0.4034
Se: -0.22 -0.23 2.13  1.0809
C: -1.37 0.80 0.95  -0.4537
C: -1.92 1.96 1.45  -0.0899
C: -2.51 2.94 0.64  -0.1590
C: -2.50 2.61 -0.74  0.0072
C: -2.03 1.42 -1.28  -0.0672
C: -1.43 0.48 -0.38  -0.3729
O: -1.05 -0.71 -0.85  -0.3822
C: -2.00 1.37 -2.82  -0.5064
C: -2.72 0.17 -3.33  -0.0651
C: -2.61 2.63 -3.55  -0.0669
C: -0.53 1.36 -3.29  -0.0346
C: -3.34 4.11 1.17  -0.5710
C: -2.97 4.50 2.59  -0.0676
C: -4.83 3.71 1.24  -0.0444
C: -3.24 5.31 0.29  -0.0592
C: 2.57 0.00 2.01  -0.4233
O: 2.52 -1.07 2.79  -0.1844
C: 3.72 0.51 1.38  -0.1374
C: 3.67 1.66 0.64  -0.0314
C: 5.08 -0.08 1.71  -0.5291
C: 5.18 -1.56 1.58  -0.0733
C: 6.29 0.57 0.85  -0.0490
C: 5.40 0.30 3.14  -0.0690
H: 3.52 5.72 -0.18  0.0855
H: 3.48 4.79 1.31  0.0814
H: 4.68 4.29 0.13  0.0809
H: 3.06 4.44 -2.42  0.0894
H: 4.06 3.06 -1.82  0.0757
H: 2.47 2.75 -2.37  0.0844
H: 1.23 5.30 -1.07  0.1045
H: 0.48 3.68 -0.65  0.0681
H: 0.99 4.74 0.61  0.0741
H: 0.54 2.51 0.85  0.0680
H: -2.00 1.94 2.56  0.1065
H: -3.00 3.31 -1.41  0.0778
H: -3.75 0.03 -2.94  0.0870
H: -2.88 0.17 -4.41  0.0775
H: -2.14 -0.74 -2.96  0.0819
H: -3.55 2.91 -3.23  0.0360
H: -1.98 3.54 -3.49  0.0851
H: -2.57 2.32 -4.64  0.0919
H: -0.06 0.44 -3.08  0.0385
H: -0.54 1.50 -4.37  0.0754
H: 0.13 2.07 -2.77  0.0809
H: -3.09 3.71 3.27  0.0588
H: -1.95 4.82 2.60  0.0752
H: -3.46 5.47 2.93  0.1036
H: -4.96 2.72 1.68  0.0995
H: -5.30 4.51 1.78  0.0633
H: -5.32 3.76 0.30  0.0671
H: -2.25 5.63 0.29  0.0675
H: -3.51 5.09 -0.74  0.0810
H: -3.80 6.09 0.68  0.0599
H: 4.62 2.04 0.26  0.0849
H: 5.13 -1.86 0.52  0.0817
H: 6.22 -1.82 1.89  0.0871
H: 4.45 -2.08 2.18  0.0705
H: 6.20 0.39 -0.23  0.0851
H: 6.27 1.59 1.05  0.0325
H: 7.27 0.21 1.10  0.0575
H: 4.73 -0.23 3.93  0.1197
H: 6.38 -0.01 3.35  0.0432
H: 5.36 1.41 3.26  0.0982
C: -0.94 -4.91 4.32  -0.0482
C: -0.19 -4.86 3.06  -0.3560
N: 0.54 -3.87 2.75  -0.0233
O: 0.77 -2.96 3.74  -0.1113
C: -0.49 -5.81 2.02  -0.3800
C: -0.72 -7.24 2.34  -0.0695
N: -0.51 -5.46 0.80  -0.2038
O: -0.51 -6.44 -0.04  -0.2528
H: -0.50 -5.39 5.17  0.0661
H: -1.97 -5.34 4.17  0.0924
H: -1.25 -3.87 4.66  0.0974
H: 1.50 -2.41 3.33  0.0374
H: 0.06 -7.84 1.84  0.0725
H: -1.69 -7.52 1.90  0.0799
H: -0.69 -7.66 3.33  0.0573
S: -2.09 -3.52 -1.88  0.5132
C: -3.65 -2.65 -1.55  -0.6421
C: -4.46 -2.42 -2.67  -0.1888
C: -5.71 -1.88 -2.56  -0.1572
C: -6.19 -1.58 -1.32  -0.1357
C: -5.34 -1.69 -0.22  -0.1585
C: -4.10 -2.29 -0.26  -0.6893
S: -3.11 -2.44 1.20  0.4512
H: -3.95 -2.76 -3.59  0.0955
H: -6.33 -1.72 -3.43  0.0855
H: -7.11 -0.92 -1.11  0.1140
H: -5.78 -1.32 0.66  0.0741
N: 1.66 -1.69 -0.65  -0.0678
C: 1.85 -1.72 -2.09  -0.2848
C: 2.41 -3.01 -2.71  -0.1729
C: 1.32 -4.12 -2.64  -0.3023
N: 0.82 -4.49 -1.34  -0.0939
H: 1.27 -0.76 -0.46  0.0517
H: 2.48 -1.84 -0.03  0.0909
H: 2.39 -0.80 -2.37  0.1102
H: 0.87 -1.61 -2.51  0.0773
H: 3.37 -3.30 -2.28  0.0960
H: 2.61 -2.81 -3.76  0.0972
H: 1.60 -4.96 -3.34  0.1100
H: 0.51 -3.70 -3.23  0.0729
H: 1.56 -4.85 -0.77  0.0869
H: 0.09 -5.15 -1.34  -0.0222

***

# 2
Molecular formula: C41H62BN9O
Method: DFT, wB97M-V/def2-TZVPD

Each line ends with the Löwdin charge.
CARTESIAN COORDINATES (ANGSTROEM)
C: 2.49 -0.01 -3.80  0.0094
C: 3.20 1.33 -3.16  -0.5250
C: 2.07 2.19 -2.72  -0.1332
C: 2.71 3.29 -1.86  -0.1629
C: 3.44 2.69 -0.59  -0.1401
C: 4.49 1.69 -0.93  -0.4758
N: 4.20 0.91 -2.13  0.0373
O: 4.80 -0.14 -2.35  0.1880
C: 4.69 0.73 0.27  -0.0046
C: 5.78 2.52 -1.16  0.0201
C: 3.96 1.97 -4.20  -0.0593
H: 3.42 -0.51 -4.35  0.1089
H: 1.67 0.16 -4.56  0.0945
H: 2.09 -0.60 -2.75  0.1408
H: 1.38 1.51 -2.01  0.1566
H: 1.42 2.30 -3.46  0.0790
H: 1.83 4.02 -1.54  0.1528
H: 3.27 4.16 -2.29  0.1126
H: 2.56 2.18 0.08  0.1506
H: 3.75 3.58 0.06  0.1518
H: 5.07 1.25 1.19  0.1121
H: 5.38 -0.13 0.21  0.1004
H: 3.71 0.38 0.53  0.0613
H: 5.51 3.35 -1.73  0.0490
H: 6.53 1.97 -1.73  0.0960
H: 6.03 2.82 -0.03  0.1567
H: 4.61 2.95 -4.04  0.1336
H: 3.30 2.15 -5.12  0.1310
H: 4.72 1.16 -4.58  0.1217
B: -0.52 0.32 0.24  -0.4920
H: -1.33 -0.58 -0.22  -0.0430
H: 0.63 0.02 0.03  -0.0875
H: -0.75 1.42 -0.37  -0.0323
H: -0.59 0.42 1.56  -0.0274
N: 1.89 -3.59 -0.07  -0.0225
C: 2.76 -2.54 -0.48  -0.1043
C: 3.55 -3.09 -1.62  -0.0652
C: 3.02 -4.53 -1.79  -0.0527
C: 1.85 -4.72 -0.86  -0.0819
H: 1.27 -3.44 0.72  0.0567
H: 2.69 -1.59 -0.08  0.0316
H: 4.34 -2.56 -2.22  0.0626
H: 3.44 -5.08 -2.52  0.0171
H: 1.13 -5.48 -0.81  0.0863
N: -5.25 -4.90 -1.07  -0.0325
C: -5.72 -4.80 0.29  -0.0440
C: -4.69 -3.92 0.88  -0.0769
C: -3.78 -3.28 -0.14  -0.0254
C: -4.27 -3.97 -1.36  -0.1218
H: -5.71 -5.44 -1.83  0.1590
H: -6.44 -5.38 0.63  0.0358
H: -5.03 -3.52 1.70  0.0097
H: -3.15 -2.56 0.17  0.0129
H: -3.96 -3.77 -2.33  0.0718
N: -5.69 0.26 -2.04  -0.0783
C: -4.36 0.35 -2.07  -0.1515
C: -3.94 1.72 -2.71  -0.0286
C: -5.28 2.25 -3.19  -0.0416
C: -6.34 1.34 -2.71  -0.0817
H: -6.39 -0.49 -1.79  0.1746
H: -3.76 -0.78 -1.68  0.1706
H: -2.96 2.18 -2.98  0.0753
H: -5.23 3.04 -3.60  -0.0467
H: -7.33 1.13 -2.67  0.0526
N: 1.12 2.92 2.08  0.0123
C: 0.68 4.25 2.04  -0.0834
C: 1.70 5.06 2.74  -0.0607
C: 2.76 4.05 3.14  -0.0815
C: 2.28 2.73 2.79  -0.1220
H: 0.44 2.24 1.83  0.0638
H: -0.16 4.67 1.59  0.0788
H: 1.66 6.10 2.80  0.0451
H: 3.53 4.45 3.85  0.0844
H: 2.52 1.84 2.92  0.0108
N: -4.93 2.45 0.80  -0.0249
C: -5.65 3.47 1.43  -0.1779
C: -4.92 3.99 2.63  -0.1236
C: -3.58 3.18 2.58  -0.0891
C: -3.73 2.09 1.48  -0.0513
H: -5.14 1.95 0.02  0.0460
H: -6.74 3.79 1.05  0.1243
H: -5.28 4.97 3.35  0.1337
H: -2.68 3.66 3.11  0.0743
H: -3.22 1.29 1.05  0.0396
N: -0.04 -2.63 2.24  0.0045
C: -0.35 -3.96 2.12  -0.1008
C: 0.86 -4.79 2.68  -0.1101
C: 1.68 -3.81 3.31  -0.1229
C: 1.10 -2.38 3.07  -0.0291
H: -0.56 -1.92 1.79  0.0749
H: -1.21 -4.39 1.89  0.0356
H: 1.20 -6.01 2.78  0.1563
H: 2.68 -4.15 3.75  0.0967
H: 1.36 -1.48 3.35  0.0197
N: -0.58 -1.14 -3.05  -0.0384
C: -0.96 -0.88 -4.36  -0.1369
C: -0.52 -2.05 -5.26  -0.0887
C: 0.15 -2.88 -4.32  -0.1079
C: 0.02 -2.35 -2.88  -0.0888
H: -0.91 -0.48 -2.32  0.1000
H: -1.48 -0.04 -4.55  0.0405
H: -0.55 -1.88 -6.50  0.1413
H: 0.65 -3.69 -4.58  0.0137
H: 0.62 -2.60 -1.91  0.1059
N: -0.94 -0.21 7.64  -0.0666
C: -0.07 0.85 7.26  -0.1356
C: 0.22 0.67 5.81  -0.0690
C: -0.84 -0.32 5.22  0.0116
C: -1.48 -0.84 6.55  -0.1058
H: -1.20 -0.57 8.57  0.1471
H: 0.49 1.36 8.21  0.1317
H: 0.97 1.12 5.14  0.0569
H: -0.82 -0.54 4.31  -0.0560
H: -2.30 -1.54 6.57  0.0796

***

# 3
Molecular formula: C41H63F32NO5PSi
Method: DFT, wB97M-V/def2-TZVPD

Calculated values
Net charge: -1

Each line ends with the Löwdin charge.
CARTESIAN COORDINATES (ANGSTROEM)
C: -4.69 -3.40 6.12  -0.0202
C: -4.09 -3.32 5.08  -0.2930
P: -3.12 -3.04 3.37  0.4730
C: -1.88 -1.90 4.31  -0.3818
N: -0.51 -2.49 4.26  -0.0458
C: -4.37 -1.61 2.98  -0.3112
C: -4.45 -0.45 3.95  -0.3271
O: -5.76 0.15 4.01  -0.1011
C: -2.13 -2.81 1.71  -0.3395
C: -1.58 -1.42 1.38  -0.2632
C: -1.14 -1.23 -0.09  -0.1963
C: 0.37 -1.01 -0.24  -0.2220
C: 0.76 -0.28 -1.53  -0.2113
C: 0.44 1.24 -1.47  -0.1848
C: 1.56 2.17 -1.99  -0.2046
C: 1.11 3.12 -3.11  -0.2030
C: 0.29 4.33 -2.59  -0.2008
C: -1.17 4.35 -3.04  -0.2195
C: -2.01 5.31 -2.19  -0.2216
C: -3.51 5.26 -2.48  -0.2595
C: -3.91 5.54 -3.94  -0.1032
Si: -4.46 -4.63 2.36  0.4678
C: -5.37 -4.05 0.78  -0.2208
C: -3.33 -6.07 1.83  -0.2269
C: -5.80 -5.42 3.44  -0.2371
H: -5.32 -3.40 6.98  -0.0071
H: -2.24 -4.15 3.76  -0.0087
H: -1.81 -0.87 3.96  0.0566
H: -2.20 -1.87 5.36  0.0528
H: -0.38 -3.07 5.07  0.0206
H: 0.17 -1.74 4.31  0.0473
H: -4.25 -1.21 1.97  0.0650
H: -5.36 -2.08 3.00  0.0650
H: -3.75 0.33 3.62  0.0826
H: -4.22 -0.73 4.97  0.0896
H: -6.05 0.29 3.10  0.0610
H: -1.27 -3.48 1.80  0.0666
H: -2.71 -3.16 0.85  0.0411
H: -0.69 -1.27 2.00  0.0766
H: -2.27 -0.62 1.65  0.0752
H: -1.63 -0.34 -0.48  0.0984
H: -1.41 -2.11 -0.68  0.1042
H: 0.90 -1.96 -0.13  0.1109
H: 0.71 -0.39 0.60  0.1022
H: 0.25 -0.72 -2.38  0.1051
H: 1.85 -0.38 -1.65  0.0880
H: 0.23 1.51 -0.43  0.0941
H: -0.47 1.43 -2.02  0.0996
H: 2.42 1.59 -2.33  0.0768
H: 1.91 2.79 -1.16  0.1045
H: 0.47 2.56 -3.80  0.1022
H: 1.97 3.47 -3.68  0.0985
H: 0.29 4.28 -1.50  0.0944
H: 0.77 5.28 -2.86  0.1084
H: -1.20 4.61 -4.09  0.1015
H: -1.58 3.34 -2.92  0.1104
H: -1.61 6.33 -2.28  0.1179
H: -1.87 4.99 -1.17  0.0818
H: -3.86 4.27 -2.18  0.1011
H: -4.02 5.97 -1.84  0.0977
H: -4.21 6.58 -4.05  0.0640
H: -3.09 5.36 -4.63  0.0524
H: -4.75 4.91 -4.23  0.0648
H: -4.97 -3.14 0.34  0.0037
H: -6.43 -3.89 0.99  0.0138
H: -5.33 -4.83 0.01  0.0140
H: -3.93 -6.93 1.52  0.0113
H: -2.68 -5.75 1.02  0.0113
H: -2.70 -6.34 2.68  0.0101
H: -6.52 -4.68 3.79  0.0143
H: -5.37 -5.92 4.30  0.0134
H: -6.32 -6.18 2.85  0.0134
C: 4.51 -0.57 -4.53  -0.0290
C: 3.06 -0.70 -5.03  -0.4299
C: 2.34 -2.03 -4.81  -0.3020
F: 2.96 -3.03 -5.48  0.0964
F: 1.08 -1.91 -5.29  0.1020
F: 2.99 -0.34 -6.33  0.1207
F: 2.35 0.21 -4.31  0.1033
O: 5.54 -0.72 -5.49  0.0329
C: 6.10 -1.93 -5.78  -0.5481
C: 5.90 -2.31 -7.25  -0.2865
F: 4.59 -2.37 -7.55  0.1036
F: 6.44 -3.53 -7.46  0.1012
F: 5.66 -2.90 -4.96  0.1580
F: 7.43 -1.83 -5.59  0.1457
H: 4.60 0.47 -4.21  0.1483
H: 4.69 -1.18 -3.65  0.1510
H: 2.30 -2.27 -3.74  0.1718
H: 6.39 -1.58 -7.89  0.1561
C: -3.73 4.43 3.33  -0.0309
C: -2.87 4.45 2.06  -0.4370
C: -1.79 3.37 1.91  -0.2921
F: -0.85 3.47 2.87  0.1009
F: -1.18 3.56 0.71  0.0816
F: -2.31 5.67 1.89  0.1295
F: -3.72 4.24 1.02  0.0996
O: -3.37 5.33 4.36  0.0512
C: -2.50 5.00 5.35  -0.5559
C: -1.27 5.92 5.34  -0.2890
F: -0.62 5.84 4.16  0.1018
F: -0.43 5.54 6.32  0.0969
F: -2.13 3.71 5.31  0.1639
F: -3.12 5.21 6.53  0.1393
H: -4.71 4.78 3.00  0.1493
H: -3.87 3.42 3.70  0.1467
H: -2.23 2.37 1.93  0.1723
H: -1.59 6.96 5.51  0.1728
C: 6.57 1.65 -10.84  -0.0428
C: 5.55 2.55 -11.54  -0.4441
C: 5.65 4.06 -11.29  -0.3096
F: 5.45 4.36 -10.00  0.1002
F: 4.70 4.69 -12.02  0.0982
F: 4.29 2.14 -11.28  0.1430
F: 5.77 2.40 -12.88  0.0982
O: 6.15 1.00 -9.66  0.0506
C: 6.30 1.57 -8.42  -0.5390
C: 4.95 1.76 -7.72  -0.2851
F: 4.16 2.57 -8.45  0.1093
F: 5.17 2.34 -6.52  0.1064
F: 7.01 2.71 -8.47  0.1567
F: 7.00 0.69 -7.66  0.1372
H: 6.74 0.83 -11.54  0.1490
H: 7.53 2.15 -10.71  0.1470
H: 6.64 4.43 -11.61  0.1720
H: 4.46 0.80 -7.58  0.1530
C: -0.17 -4.10 9.48  -0.0318
C: 0.32 -4.16 8.02  -0.4516
C: 1.13 -5.39 7.60  -0.3037
F: 2.28 -5.47 8.30  0.0870
F: 1.43 -5.28 6.29  0.1050
F: 0.99 -3.03 7.71  0.1352
F: -0.81 -4.20 7.27  0.1106
O: 0.59 -3.31 10.38  0.0532
C: 1.63 -3.81 11.10  -0.5558
C: 2.94 -3.09 10.77  -0.2884
F: 3.24 -3.24 9.46  0.1058
F: 3.94 -3.65 11.50  0.0921
F: 1.75 -5.14 10.97  0.1511
F: 1.39 -3.56 12.41  0.1342
H: -1.13 -3.58 9.42  0.1520
H: -0.37 -5.09 9.88  0.1464
H: 0.54 -6.30 7.75  0.1732
H: 2.86 -2.03 11.00  0.1743

***

# 4
Molecular formula: C41H63N7O12
Method: DFT, wB97M-V/def2-TZVPD

Calculated values
SMILES string: O=C1OCCO1.O=C1OCCO1.O=C1OCCO1.O=C1OCCO1.c1ccncc1.CCCC#N.CCCC#N.CCCC#N.CCCC#N.CCCC#N.CCCC#N

Each line ends with the Löwdin charge.
CARTESIAN COORDINATES (ANGSTROEM)
O: -3.00 -5.64 3.97  0.1616
C: -2.00 -6.21 4.29  -0.5421
O: -1.32 -7.12 3.57  0.0579
C: -0.26 -7.73 4.32  -0.1050
C: -0.63 -7.28 5.72  -0.1455
O: -1.38 -6.11 5.52  0.0511
H: -0.25 -8.80 4.13  0.1328
H: 0.71 -7.34 4.04  0.1286
H: 0.32 -7.06 6.21  0.1282
H: -1.16 -8.02 6.33  0.1324
O: -3.65 2.58 10.85  0.1746
C: -3.31 1.74 10.09  -0.6200
O: -3.06 0.43 10.37  0.0474
C: -2.80 -0.36 9.16  -0.0998
C: -2.56 0.75 8.17  -0.0951
O: -3.13 1.93 8.81  0.0840
H: -1.87 -0.89 9.38  0.1229
H: -3.49 -1.14 8.83  0.1268
H: -3.06 0.43 7.26  0.1297
H: -1.48 0.83 8.01  0.1295
O: 12.08 -1.13 -3.91  0.1176
C: 10.99 -0.79 -4.37  -0.5656
O: 10.77 -0.61 -5.68  0.0607
C: 9.32 -0.60 -5.85  -0.0816
C: 8.98 0.11 -4.53  -0.1127
O: 9.92 -0.49 -3.59  0.0634
H: 8.90 -0.07 -6.71  0.1322
H: 8.91 -1.61 -5.86  0.1293
H: 7.93 -0.01 -4.27  0.1278
H: 9.12 1.19 -4.61  0.1289
O: 3.62 -2.86 5.25  0.1426
C: 4.45 -2.94 6.13  -0.5033
O: 5.10 -4.09 6.47  0.0519
C: 5.89 -3.88 7.63  -0.1369
C: 6.10 -2.41 7.61  -0.1465
O: 5.00 -1.91 6.86  0.0554
H: 5.32 -4.22 8.50  0.1328
H: 6.83 -4.44 7.61  0.1365
H: 7.06 -2.09 7.23  0.1351
H: 6.01 -2.06 8.64  0.1325
C: -8.46 1.62 0.28  -0.1134
C: -8.47 1.02 1.51  -0.0904
C: -7.97 1.68 2.66  -0.1292
N: -7.50 2.97 2.65  0.0400
C: -7.57 3.59 1.43  -0.1217
C: -7.98 2.92 0.21  -0.0614
H: -8.76 1.07 -0.59  0.1045
H: -8.89 0.03 1.54  0.0976
H: -8.02 1.17 3.60  0.0934
H: -7.09 4.55 1.47  0.0906
H: -7.88 3.42 -0.74  0.0901
C: 2.75 1.42 -12.48  -0.1058
C: 3.01 2.40 -11.31  -0.2560
C: 4.28 2.06 -10.51  -0.1818
C: 5.55 2.50 -11.19  -0.2159
N: 6.54 2.83 -11.66  0.1278
H: 3.36 1.61 -13.37  0.0689
H: 1.75 1.63 -12.88  0.0658
H: 2.85 0.35 -12.29  0.0720
H: 2.15 2.38 -10.63  0.0991
H: 2.88 3.44 -11.60  0.1074
H: 4.29 0.98 -10.43  0.1078
H: 4.24 2.43 -9.49  0.1107
C: -7.62 -2.76 -5.76  -0.1046
C: -8.60 -2.07 -6.77  -0.2385
C: -10.00 -2.67 -6.58  -0.2083
C: -9.97 -4.12 -6.52  -0.2394
N: -9.94 -5.29 -6.41  0.1423
H: -8.04 -2.67 -4.76  0.0720
H: -6.70 -2.18 -5.71  0.0666
H: -7.45 -3.82 -5.97  0.0686
H: -8.29 -2.25 -7.80  0.1035
H: -8.51 -0.99 -6.70  0.1028
H: -10.65 -2.42 -7.42  0.1145
H: -10.49 -2.30 -5.68  0.1205
C: -1.16 -0.21 -0.81  -0.0854
C: -1.41 1.28 -1.35  -0.2137
C: -1.11 1.65 -2.85  -0.1921
C: 0.13 1.04 -3.35  -0.2278
N: 1.09 0.46 -3.72  0.1233
H: -0.09 -0.41 -0.84  0.0602
H: -1.67 -0.98 -1.38  0.0651
H: -1.55 -0.33 0.20  0.0611
H: -0.83 1.97 -0.74  0.0961
H: -2.44 1.61 -1.23  0.0927
H: -0.99 2.73 -2.87  0.1087
H: -1.90 1.45 -3.57  0.1117
C: 3.59 -5.57 -2.71  -0.1244
C: 2.72 -6.53 -1.96  -0.2660
C: 1.85 -7.31 -2.93  -0.2209
C: 0.77 -6.62 -3.58  -0.2356
N: -0.01 -5.95 -4.11  0.1457
H: 3.97 -4.95 -1.91  0.0754
H: 3.11 -4.92 -3.44  0.0810
H: 4.39 -6.05 -3.27  0.0776
H: 2.12 -5.91 -1.28  0.1156
H: 3.28 -7.22 -1.34  0.1132
H: 1.44 -8.16 -2.39  0.1144
H: 2.41 -7.88 -3.67  0.1241
C: -2.39 8.03 3.82  -0.1048
C: -2.72 8.34 5.31  -0.2528
C: -2.65 9.83 5.64  -0.1936
C: -3.66 10.73 5.04  -0.2135
N: -4.44 11.50 4.60  0.1226
H: -2.41 6.97 3.61  0.0699
H: -1.43 8.48 3.55  0.0675
H: -3.03 8.57 3.12  0.0661
H: -1.96 7.80 5.87  0.1009
H: -3.62 7.81 5.60  0.1071
H: -1.71 10.20 5.22  0.1150
H: -2.73 9.97 6.72  0.1156
C: 4.04 3.93 4.35  -0.1369
C: 4.96 3.59 3.31  -0.3222
C: 4.31 3.12 2.01  -0.1675
C: 3.71 4.14 1.05  -0.2051
N: 3.21 4.92 0.36  0.1165
H: 3.36 3.08 4.46  0.0834
H: 3.46 4.82 4.10  0.0922
H: 4.55 4.03 5.30  0.0866
H: 5.71 2.87 3.61  0.1165
H: 5.59 4.46 3.11  0.1169
H: 3.45 2.52 2.29  0.1083
H: 4.97 2.53 1.38  0.1114

***

| no. | LUMO energy (hartree) | HOMO energy (eV) |
| --- | --- | --- |
| 1 | 0.1484 | -1.9678 |
| 2 | -0.1312 | -7.0512 |
| 3 | 0.0539 | -3.3656 |
| 4 | -0.0010 | -9.6100 |